Computed, not measured: C3H6O in the gas phase, with the ωB97M-V functional and the def2-TZVPD basis.

```
10
Properties=species:S:1:pos:R:3:lowdin_charge:R:1
C -1.274 0.075 -0.212 -0.064
C 0.126 0.192 0.425 -0.333
C 1.360 -0.439 -0.072 -0.162
H -1.327 -0.452 -1.134 0.041
H -1.431 1.238 -0.372 0.113
H -2.113 -0.348 0.554 0.121
H 0.087 0.580 1.480 0.143
H 1.294 -1.108 -1.008 0.139
H 2.099 -0.688 0.632 0.083
O 1.178 0.951 -0.293 -0.080
```

As for the SMILES: C[C@H]1CO1. The energy above the lowest of the compared OMol25 structures with the same formula, charge and spin comes out at 189.2 kJ/mol. The HOMO energy is -10.252 eV. Its net charge is 0. The calculation puts the HOMO-LUMO gap at 0.420 hartree.


Computed, not measured: C3H6O in the gas phase, with the ωB97M-V functional and the def2-TZVPD basis.

```
10
Properties=species:S:1:pos:R:3:lowdin_charge:R:1
C -1.083 0.310 0.139 -0.143
C 0.087 -0.649 -0.094 -0.207
C 1.450 0.189 -0.105 -0.224
O 1.294 1.369 0.061 0.009
H -1.092 0.822 1.115 0.081
H -1.849 -0.468 0.102 0.066
H -1.249 1.060 -0.651 0.081
H 0.009 -1.408 0.714 0.106
H -0.149 -1.174 -1.044 0.106
H 2.549 -0.085 -0.238 0.125
```

As for the SMILES: CCC=O. The energy above the lowest of the compared OMol25 structures with the same formula, charge and spin comes out at 97.3 kJ/mol. The HOMO energy is -9.783 eV. Its net charge is 0. The calculation puts the HOMO-LUMO gap at 0.400 hartree.


Computed, not measured: C3H6O2 in the gas phase, with the ωB97M-V functional and the def2-TZVPD basis.

```
11
Properties=species:S:1:pos:R:3:lowdin_charge:R:1
O -1.943 -0.287 -0.032 0.006
C -0.982 0.690 0.109 -0.244
C 0.327 0.465 0.548 0.001
C 1.061 -0.720 0.011 -0.351
O 1.226 -0.048 -1.185 -0.217
H -1.517 -1.151 -0.119 0.095
H -0.132 0.652 -0.893 0.208
H -1.431 1.674 0.202 0.138
H 0.940 1.316 0.825 0.140
H 0.459 -1.648 -0.017 0.107
H 1.992 -0.943 0.551 0.116
```

The energy above the lowest of the compared OMol25 structures with the same formula, charge and spin comes out at 479.3 kJ/mol. The HOMO energy is -8.468 eV. Its net charge is 0. The calculation puts the HOMO-LUMO gap at 0.313 hartree.


Computed, not measured: C3H6O2 in the gas phase, with the ωB97M-V functional and the def2-TZVPD basis.

```
11
Properties=species:S:1:pos:R:3:lowdin_charge:R:1
O -2.273 0.851 0.674 0.000
C -1.197 0.509 -0.117 -0.310
C 1.664 -1.259 -0.165 0.039
C 1.023 -0.111 -0.004 -0.257
O -0.159 -0.028 0.681 -0.083
H -1.995 1.552 1.278 0.102
H -1.560 -0.252 -0.819 0.139
H -0.795 1.373 -0.681 0.129
H 2.621 -1.279 -0.673 0.055
H 1.257 -2.191 0.216 0.067
H 1.416 0.836 -0.390 0.118
```

As for the SMILES: C=COCO. The energy above the lowest of the compared OMol25 structures with the same formula, charge and spin comes out at 172.6 kJ/mol. The HOMO energy is -9.567 eV. Its net charge is 0. The calculation puts the HOMO-LUMO gap at 0.386 hartree.


Computed, not measured: C3H6O2 in the gas phase, with the ωB97M-V functional and the def2-TZVPD basis.

```
11
Properties=species:S:1:pos:R:3:lowdin_charge:R:1
C -1.500 -0.093 -0.129 -0.008
C -0.131 0.331 0.319 -0.419
O 0.059 1.072 1.266 0.079
C 1.077 -0.265 -0.356 -0.226
O 2.226 0.231 0.249 -0.045
H -1.865 -0.894 0.522 0.096
H -1.505 -0.466 -1.156 0.083
H -2.188 0.746 -0.039 0.090
H 1.046 -0.095 -1.444 0.136
H 0.918 -1.344 -0.201 0.136
H 1.856 0.782 0.971 0.078
```

As for the SMILES: CC(=O)CO. The energy above the lowest of the compared OMol25 structures with the same formula, charge and spin comes out at 73.4 kJ/mol. The HOMO energy is -10.417 eV. Its net charge is 0. The calculation puts the HOMO-LUMO gap at 0.413 hartree.


Computed, not measured: C3H6O2 in the gas phase, with the ωB97M-V functional and the def2-TZVPD basis.

```
11
Properties=species:S:1:pos:R:3:lowdin_charge:R:1
C 0.843 -0.288 -1.271 -0.007
C 0.328 -0.242 0.127 -0.409
O 0.835 -0.972 0.952 0.076
C -0.875 0.592 0.576 -0.208
O -1.204 0.213 1.875 -0.057
H 1.682 0.402 -1.387 0.094
H 0.041 -0.049 -1.962 0.081
H 1.230 -1.300 -1.437 0.096
H -1.720 0.434 -0.111 0.129
H -0.631 1.664 0.536 0.131
H -0.528 -0.454 2.103 0.075
```

As for the SMILES: CC(=O)CO. The energy above the lowest of the compared OMol25 structures with the same formula, charge and spin comes out at 78.1 kJ/mol. The HOMO energy is -10.424 eV. Its net charge is 0. The calculation puts the HOMO-LUMO gap at 0.415 hartree.


Computed, not measured: 2 unconnected molecules or ions with the total composition C3H6O2, with the ωB97M-V functional and the def2-TZVPD basis.

```
11
Properties=species:S:1:pos:R:3:lowdin_charge:R:1
O -1.665 0.346 -1.447 -0.073
C -0.617 -0.534 1.002 0.040
C 0.707 -0.582 0.845 -0.132
C 1.472 0.364 0.010 -0.282
O 2.689 0.442 0.031 0.033
H -1.598 1.307 -1.421 0.050
H -1.166 -1.309 1.530 0.073
H -1.220 0.253 0.572 0.043
H -0.808 0.043 -1.773 0.037
H 1.315 -1.323 1.353 0.105
H 0.891 0.993 -0.701 0.108
```

As for the SMILES: C=CC=O.O. The energy above the lowest of the compared OMol25 structures with the same formula, charge and spin comes out at 176.5 kJ/mol. The HOMO energy is -10.080 eV. Its net charge is 0. The calculation puts the HOMO-LUMO gap at 0.377 hartree.


Computed, not measured: 2 unconnected molecules or ions with the total composition C3H6O2S, with the ωB97M-V functional and the def2-TZVPD basis.

```
12
Properties=species:S:1:pos:R:3:lowdin_charge:R:1
C -1.373 -0.498 -0.237 -0.264
C -0.031 -0.716 0.640 -0.474
C 2.113 0.823 -0.198 -0.471
H -1.978 1.425 -0.873 0.162
H -2.307 -1.032 0.310 0.133
H -1.201 -1.022 -1.446 0.165
H -0.127 0.288 1.240 0.122
H -0.105 -1.597 1.150 0.011
H 3.569 0.558 -0.167 0.186
O -1.195 0.984 -0.286 -0.218
O 1.112 1.666 0.174 -0.192
S 1.522 -0.880 -0.308 0.841
```

The energy above the lowest of the compared OMol25 structures with the same formula, charge and spin comes out at 581.4 kJ/mol. The HOMO energy is -9.430 eV. Its net charge is 0. The calculation puts the HOMO-LUMO gap at 0.346 hartree.


Computed, not measured: C3H6O3 in the gas phase, with the ωB97M-V functional and the def2-TZVPD basis.

```
12
Properties=species:S:1:pos:R:3:lowdin_charge:R:1
C -1.575 -1.009 0.399 -0.056
C 0.556 -0.344 -0.200 -0.442
C 1.438 0.882 -0.387 -0.139
H -1.414 -1.579 -0.552 0.087
H -2.616 -0.362 0.418 0.142
H -1.503 -1.773 1.325 0.135
H 1.728 0.956 -1.492 0.142
H 2.528 0.834 0.046 0.158
H -0.130 1.810 0.426 0.131
O -0.523 -0.036 0.548 -0.105
O 0.651 -1.452 -0.763 0.055
O 0.860 2.074 0.231 -0.108
```

As for the SMILES: COC(=O)CO. The energy above the lowest of the compared OMol25 structures with the same formula, charge and spin comes out at 195.7 kJ/mol. The HOMO energy is -10.552 eV. Its net charge is 0. The calculation puts the HOMO-LUMO gap at 0.415 hartree.


Computed, not measured: a molecular structure, C3H6O3, with the ωB97M-V functional and the def2-TZVPD basis.

```
12
Properties=species:S:1:pos:R:3:lowdin_charge:R:1
O 2.472 0.369 -0.257 -0.154
C 1.165 -0.703 0.366 0.056
C 0.024 0.191 0.204 -0.395
O 0.206 1.322 -0.205 0.079
C -1.381 -0.242 0.562 -0.209
O -2.314 0.672 0.089 -0.036
H 2.147 1.246 -0.603 0.057
H 1.057 -1.412 1.235 0.140
H 1.427 -1.340 -0.450 0.102
H -1.401 -0.328 1.661 0.138
H -1.609 -1.236 0.156 0.137
H -1.808 1.465 -0.161 0.087
```

The energy above the lowest of the compared OMol25 structures with the same formula, charge and spin comes out at 355.8 kJ/mol. The HOMO energy is -10.553 eV. Its net charge is 0. The calculation puts the HOMO-LUMO gap at 0.382 hartree.